(1)
{
  "formula": "C12H12N2O2RuSe4",
  "method": "ωB97M-V/def2-TZVPD",
  "elements": ["O", "H", "H", "H", "C", "H", "C", "H", "C", "H", "Se", "N", "Ru", "O", "C", "H", "H", "C", "H", "Se", "C", "N", "H", "C", "C", "C", "Se", "H", "Se", "C", "C", "C", "H"],
  "positions_angstrom": [[1.77, -0.84, -0.35], [-3.92, -0.12, -0.96], [-2.06, -2.39, -2.61], [4.03, -1.33, -0.97], [2.21, -2.64, -3.48], [-4.62, 0.47, 1.60], [3.82, -1.85, -1.89], [-3.43, -1.26, -2.80], [-3.92, 1.25, 1.28], [5.35, -3.55, -4.39], [1.43, 1.81, 1.36], [0.21, -1.32, -1.97], [0.11, -0.08, 0.60], [-1.63, 0.76, 1.24], [1.43, -1.33, -1.48], [2.99, -3.75, -5.14], [1.18, -2.72, -3.80], [-2.35, -1.34, -2.66], [5.87, -2.33, -2.30], [0.01, -2.77, 3.49], [4.84, -2.42, -2.64], [-0.63, -0.64, -1.08], [-3.60, 1.82, 2.15], [-1.93, -0.65, -1.39], [4.55, -3.10, -3.81], [2.50, -1.96, -2.31], [-0.54, -2.30, 1.40], [-4.45, 1.91, 0.58], [1.03, 0.26, 2.96], [-2.72, 0.62, 0.63], [-2.90, -0.06, -0.60], [3.23, -3.21, -4.23], [-1.82, -0.92, -3.52]],
  "s_squared": 0.853,
  "charge": -1,
  "multiplicity": 2,
  "homo_lumo_gap_ev": [5.3, 5.4]
}



(2)
{
  "formula": "C28H67N3O31",
  "method": "ωB97M-V/def2-TZVPD",
  "elements": ["O", "C", "H", "O", "H", "O", "O", "O", "O", "C", "C", "H", "H", "H", "C", "H", "H", "H", "O", "C", "C", "H", "H", "C", "H", "H", "H", "H", "H", "H", "O", "N", "O", "H", "O", "C", "O", "O", "O", "C", "O", "O", "H", "C", "H", "H", "H", "O", "O", "H", "H", "H", "H", "O", "C", "C", "H", "H", "C", "H", "O", "H", "H", "H", "H", "H", "H", "H", "O", "O", "O", "C", "N", "H", "C", "H", "H", "H", "H", "C", "O", "C", "H", "O", "O", "N", "H", "H", "H", "C", "H", "H", "H", "H", "O", "H", "H", "H", "C", "H", "H", "H", "C", "H", "C", "H", "H", "C", "C", "O", "C", "C", "H", "O", "H", "H", "O", "C", "C", "H", "H", "C", "H", "H", "O", "H", "O", "H", "H"],
  "positions_angstrom": [[0.69, 5.17, -1.40], [1.01, -2.81, -3.86], [-3.32, -5.61, 2.33], [0.21, 1.72, 4.19], [-5.69, -0.92, -0.31], [-0.75, 1.08, -5.51], [4.17, -1.50, 5.31], [-0.40, 0.31, 0.86], [1.71, -5.25, 1.16], [7.87, 2.29, -1.52], [2.97, -1.92, 4.93], [7.53, 3.24, -1.10], [3.57, 1.39, -4.86], [5.21, -0.71, 3.64], [-4.08, -4.89, 2.06], [2.60, 5.88, -2.96], [-1.53, 3.79, -0.76], [0.66, -4.81, 4.65], [1.01, -2.77, -5.28], [3.59, -3.16, -0.82], [-0.85, 3.00, -1.07], [2.39, 5.53, -4.68], [2.80, -2.52, -0.39], [6.08, 2.33, -3.03], [-2.87, 3.36, 2.66], [-5.58, -1.30, 1.47], [1.68, -2.05, -3.44], [-3.01, -0.77, 4.45], [-2.15, 0.06, 1.81], [1.10, -0.90, 2.52], [5.24, 1.51, -3.63], [-3.38, -3.57, 2.07], [6.80, 1.62, -2.16], [2.08, -4.93, 3.61], [-4.73, 3.69, -1.07], [4.23, 2.13, -4.41], [-7.53, 0.50, 0.12], [1.42, 0.76, -0.15], [1.09, 4.53, -3.49], [-4.39, -0.86, 3.08], [-4.54, 0.04, -2.10], [2.44, -1.14, 3.99], [0.29, 0.51, -3.76], [2.67, 2.67, 1.98], [-1.42, 2.08, -1.18], [-0.11, 2.80, -0.29], [2.06, 2.87, 1.11], [-0.20, 3.31, -2.29], [0.04, -0.74, -1.08], [8.32, 1.58, -0.84], [-1.87, 1.64, 3.69], [3.59, 2.77, -3.79], [-1.86, 2.86, 1.32], [-0.35, -4.39, 0.72], [0.72, 2.40, 3.17], [-5.10, 3.17, -2.33], [3.60, 2.14, 1.78], [2.91, 1.60, -1.37], [0.55, 4.39, -2.29], [1.45, -3.53, -5.66], [-3.50, 1.88, -0.63], [-4.60, -0.01, 0.88], [-2.29, -0.14, 0.04], [3.35, -4.73, 0.35], [-5.83, 2.36, -2.24], [0.32, -4.98, -1.15], [-4.88, -4.75, 2.79], [1.03, -6.37, 3.85], [6.22, 3.51, -3.22], [-2.90, 0.88, -3.19], [0.18, -4.81, 2.73], [0.34, 0.03, -0.20], [-6.70, 0.32, 0.99], [4.10, 0.37, 4.49], [1.06, -5.28, 3.76], [-1.32, 2.99, 4.61], [-1.60, -1.42, 1.05], [-1.45, 1.45, 5.42], [1.17, 0.34, -5.30], [0.63, -4.85, 1.49], [-3.37, -2.87, 1.08], [0.44, 0.95, -4.76], [0.02, -2.43, -3.57], [4.07, -4.14, 0.07], [-2.68, -3.35, 3.02], [-3.53, -0.07, -2.76], [5.60, -0.07, 5.29], [-5.58, 3.96, -2.89], [0.87, -3.40, -0.64], [0.02, -4.08, -0.62], [2.24, -0.05, -1.88], [-0.83, -3.59, -1.07], [-4.62, -1.85, 3.49], [-3.86, -2.00, -3.32], [-3.62, -0.16, 4.05], [-3.20, 1.83, 1.89], [1.13, -2.50, 3.09], [1.28, -3.77, -3.44], [-3.96, 2.95, -0.32], [-2.39, -1.74, -2.19], [-5.34, -0.41, 2.81], [1.25, 6.55, -3.91], [-5.53, -0.54, 0.68], [0.77, 1.97, -4.53], [1.87, 5.67, -3.74], [8.63, 2.59, -2.26], [3.31, 0.15, -0.53], [1.19, -1.47, 3.44], [-2.87, 2.86, 1.70], [-3.80, 3.51, 0.85], [2.49, 0.64, -1.07], [-2.98, -1.42, -3.04], [4.39, -2.48, -1.13], [2.48, -2.89, 5.43], [-4.28, 2.63, -2.81], [3.28, -3.67, -1.74], [0.11, 3.13, 2.43], [4.83, -0.43, 4.62], [-1.67, -0.34, 0.92], [3.03, 3.67, 2.28], [-1.47, 1.41, -4.96], [-1.16, 1.91, 4.47], [-3.87, -1.01, 2.13], [-4.48, -5.13, 1.08], [1.99, 2.09, 3.06], [-2.36, -1.32, -3.93], [-6.74, 0.81, 2.11], [0.32, -1.22, 4.05], [4.61, 2.68, -5.26]],
  "charge": 0,
  "homo_lumo_gap_ev": 9.3
}



(3)
{
  "formula": "C42H104N8O2",
  "method": "ωB97M-V/def2-TZVPD",
  "elements": ["C", "C", "H", "C", "H", "H", "C", "H", "N", "H", "H", "C", "H", "H", "H", "H", "N", "H", "C", "N", "H", "H", "H", "H", "C", "C", "N", "C", "H", "H", "C", "H", "H", "C", "H", "H", "H", "H", "H", "H", "H", "H", "C", "H", "H", "O", "C", "C", "H", "H", "C", "H", "H", "H", "H", "O", "C", "H", "H", "H", "C", "H", "H", "C", "H", "H", "C", "H", "C", "H", "H", "H", "C", "H", "C", "H", "H", "H", "C", "H", "H", "H", "H", "H", "H", "H", "H", "C", "H", "C", "C", "C", "H", "H", "C", "C", "H", "H", "H", "H", "H", "H", "C", "H", "C", "N", "H", "H", "H", "C", "H", "H", "H", "H", "H", "C", "N", "H", "H", "H", "H", "H", "C", "C", "C", "H", "H", "N", "H", "H", "H", "H", "H", "H", "H", "H", "C", "H", "H", "H", "C", "N", "H", "H", "H", "C", "H", "H", "H", "H", "H", "C", "H", "H", "C", "C"],
  "positions_angstrom": [[3.70, 15.49, 34.71], [-2.12, 13.50, 44.69], [-1.86, 22.05, 36.77], [-1.23, 23.94, 35.02], [2.83, 16.99, 31.89], [-0.45, 10.22, 32.15], [2.85, 16.94, 32.98], [12.83, 12.68, 28.36], [5.65, 17.32, 45.18], [4.08, 16.12, 23.84], [2.41, 11.04, 43.67], [14.78, 8.61, 27.78], [-0.39, 15.04, 43.01], [5.48, 19.85, 20.36], [-1.97, 14.38, 46.86], [6.53, 17.49, 47.12], [-3.00, 14.58, 44.19], [1.81, 16.78, 33.26], [5.92, 16.72, 22.84], [-1.46, 6.94, 32.69], [6.85, 19.36, 21.08], [6.12, 16.68, 25.80], [5.51, 16.38, 41.93], [6.11, 14.11, 33.58], [-1.40, 13.85, 46.08], [4.96, 18.90, 22.23], [13.73, 9.57, 27.83], [-4.99, 13.64, 45.65], [-1.53, 25.87, 34.17], [-3.78, 15.40, 45.91], [-2.32, 15.82, 43.72], [-2.12, 7.02, 34.72], [4.76, 17.90, 42.51], [5.88, 14.67, 32.67], [-1.67, 6.52, 29.92], [4.64, 19.92, 22.45], [-1.07, 4.96, 30.61], [-1.31, 24.52, 33.00], [-1.79, 16.11, 44.63], [1.76, 16.05, 35.36], [3.10, 18.36, 34.55], [11.69, 11.39, 27.86], [4.92, 18.58, 45.41], [-4.30, 12.94, 46.12], [0.01, 9.40, 33.60], [-0.65, 24.41, 35.97], [-0.32, 9.22, 32.58], [5.71, 19.79, 45.98], [0.26, 7.87, 40.63], [1.23, 9.99, 39.75], [-0.88, 5.35, 34.49], [5.35, 19.52, 24.66], [6.01, 15.58, 44.12], [-1.06, 9.85, 39.81], [2.50, 11.73, 41.10], [14.79, 11.23, 28.71], [6.12, 16.75, 46.44], [4.38, 18.45, 33.31], [12.12, 11.71, 29.58], [-0.99, 12.99, 46.61], [-4.16, 14.83, 45.06], [-0.13, 21.86, 36.38], [0.54, 8.83, 32.04], [2.46, 9.95, 43.71], [3.51, 9.87, 43.45], [-1.41, 10.18, 41.53], [5.32, 16.42, 44.12], [-3.09, 16.55, 43.49], [2.35, 15.14, 35.27], [4.70, 15.13, 46.91], [4.44, 14.69, 34.75], [-2.75, 12.61, 44.74], [-1.15, 21.72, 36.02], [-2.09, 8.66, 40.65], [-1.91, 5.66, 30.54], [15.41, 8.57, 28.67], [4.29, 18.14, 24.84], [5.15, 20.69, 45.72], [-1.53, 8.35, 32.37], [6.72, 16.29, 23.43], [4.32, 16.10, 44.41], [5.78, 18.18, 20.29], [2.33, 8.80, 40.15], [-2.66, 5.18, 29.92], [-0.76, 5.14, 35.55], [6.82, 15.92, 46.32], [2.46, 9.60, 44.74], [12.48, 11.66, 28.55], [2.45, 14.91, 36.33], [5.08, 15.99, 32.82], [13.77, 10.77, 28.37], [-0.15, 8.62, 41.31], [15.45, 8.82, 26.94], [-0.15, 4.83, 33.87], [-1.79, 24.84, 33.93], [1.53, 8.96, 42.96], [-1.34, 20.68, 35.73], [0.76, 8.79, 43.71], [-0.42, 7.32, 34.62], [4.80, 14.80, 22.89], [-1.76, 14.84, 41.85], [-5.65, 14.04, 46.42], [5.43, 17.08, 42.76], [6.86, 14.74, 32.19], [4.62, 15.87, 22.93], [0.92, 9.57, 41.70], [3.99, 16.40, 35.24], [-0.65, 8.22, 42.19], [-0.97, 16.43, 42.18], [-2.33, 6.08, 31.97], [14.39, 7.62, 27.55], [-2.37, 22.45, 34.33], [-5.49, 13.13, 44.83], [5.70, 16.64, 33.43], [-1.37, 13.26, 43.94], [1.86, 9.68, 40.58], [3.73, 15.77, 33.29], [5.91, 19.76, 47.05], [5.42, 15.75, 48.33], [-1.73, 4.74, 34.17], [-3.27, 6.63, 31.98], [4.55, 18.92, 44.44], [2.96, 10.83, 40.70], [-1.23, 6.76, 34.15], [5.81, 19.02, 20.98], [-2.88, 24.83, 33.83], [3.71, 10.53, 41.43], [5.71, 18.18, 23.21], [6.69, 20.00, 45.55], [2.70, 19.00, 33.03], [4.18, 16.73, 47.41], [4.12, 18.25, 21.98], [-2.37, 8.82, 32.87], [6.16, 18.18, 26.54], [6.37, 16.64, 21.85], [-0.57, 14.54, 45.94], [-1.30, 9.40, 40.77], [12.81, 9.20, 27.62], [-2.46, 5.12, 32.48], [1.69, 14.51, 34.68], [5.04, 16.07, 47.36], [-1.53, 22.62, 34.87], [2.01, 8.03, 42.64], [6.39, 17.58, 42.73], [-1.89, 8.47, 31.35], [3.32, 18.23, 33.49], [7.34, 17.84, 25.26], [5.36, 13.96, 32.02], [4.09, 18.30, 46.07], [3.37, 11.02, 39.71], [3.88, 16.11, 22.16], [5.31, 18.43, 24.58], [5.13, 16.34, 31.79], [-4.90, 15.46, 44.56], [6.30, 17.73, 25.56], [-1.30, 15.48, 42.61]],
  "charge": 0,
  "smiles": "CCN(CC)CC.CCN(CC)CC.CCN(CC)CC.CCN(CC)CC.CCN(CC)CC.CCN(CC)CC.CNC(C)=O.CNC(C)=O",
  "de_lowest_kcal_mol": 140.7,
  "homo_lumo_gap_ev": 8.1
}



The evaluated strongest force on any atom for the records listed, in turn: 0.6 2.1 5.0 eV/Å.